Entry 1:
Here is a structure of composition C5H8O2 from the OMol25 dataset. Energies are from ωB97M-V with the def2-TZVPD basis set.

```
15
C5H8O2 (ωB97M-V with the def2-TZVPD basis set)
O -1.753 -1.331 -0.268
C -0.663 -0.946 -0.988
C -0.658 -0.187 -2.079
C 1.777 0.288 0.641
C 0.682 0.045 1.682
C 0.049 1.195 1.008
O 1.078 1.432 0.229
H -2.540 -0.939 -0.672
H 0.261 -1.301 -0.537
H 0.292 0.092 -2.520
H -1.569 0.193 -2.537
H 2.812 0.517 0.904
H 0.115 -0.888 1.721
H 1.066 0.302 2.675
H -0.948 1.528 0.742
```

Computed properties:
LUMO energy (alpha / beta) ... 0.76 / 0.43 eV
E_HOMO (alpha / beta) ... -7.948 / -7.499 eV
Relative energy (zero: lowest compared OMol25 entry of this formula, charge and spin) ... 5.5193 eV
Gap between HOMO and LUMO (alpha / beta) ... 8.71 / 7.93 eV

Atomic partial charges in e from the Mulliken method, atoms 1 to 8:
1. O -0.474
2. C 0.013
3. C -0.817
4. C -0.372
5. C -0.323
6. C -0.098
7. O -0.214
8. H 0.304

Entry 2:
Here is a cluster of 2 separate species, H4S2 in total from the OMol25 dataset. Energies are from ωB97M-V with the def2-TZVPD basis set.

```
6
H4S2 (ωB97M-V with the def2-TZVPD basis set)
S 1.377 -0.391 -0.736
H 1.393 -1.353 -1.678
H 0.267 -0.895 -0.167
S -1.291 0.489 1.256
H -0.840 0.375 -0.007
H -0.906 1.776 1.332
```

Computed properties:
LUMO energy ... 0.84 eV
E_HOMO ... -9.857 eV
Relative energy (zero: lowest compared OMol25 entry of this formula, charge and spin) ... 0.2666 eV
SMILES ... S.S
Gap between HOMO and LUMO ... 10.69 eV

Listed below, in e, are the Mulliken charges computed for each atom:
1. S -0.258
2. H 0.158
3. H 0.121
4. S -0.295
5. H 0.106
6. H 0.168

Entry 3:
Here is a structure of composition C44H66ClF8N3O32P3S3 from the OMol25 dataset. Energies are from ωB97M-V with the def2-TZVPD basis set.

```
160
C44H66ClF8N3O32P3S3 (ωB97M-V with the def2-TZVPD basis set)
C 6.829 3.687 2.204
C 6.133 3.210 1.163
C 6.566 2.035 0.361
O 7.686 1.967 -0.116
O 5.604 1.088 0.160
C 5.962 -0.235 0.616
C 5.199 -0.566 1.878
C 3.684 -0.613 1.577
C 3.071 -2.019 1.680
C 1.706 -2.055 2.392
C 0.551 -2.033 1.357
C -0.516 -0.906 1.447
C 0.168 0.403 1.811
O 0.096 1.373 0.768
C 1.396 1.944 0.536
C 1.422 2.792 -0.722
C 0.271 3.795 -0.838
C -1.716 -1.243 2.379
P -1.192 -2.134 3.937
S -2.580 -3.052 4.931
N -2.446 0.024 2.548
P -3.293 0.216 3.978
O -2.400 0.162 5.134
O -3.985 1.675 3.905
O -4.509 -0.814 4.110
C -3.043 0.617 1.301
S -4.894 0.437 1.199
P -2.725 2.560 1.309
O -2.016 2.840 2.741
O -4.176 3.290 1.335
C -2.452 0.019 -0.086
S -3.738 -1.131 -0.859
C -2.262 1.092 -1.191
C -1.901 0.471 -2.571
C -2.955 0.640 -3.680
Cl -2.468 1.887 -4.858
N -1.170 -0.857 0.052
N -1.339 -2.147 -0.517
H 6.724 4.710 2.527
H 7.508 3.054 2.757
H 5.211 3.700 0.874
H 7.026 -0.253 0.841
H 5.748 -0.948 -0.170
H 5.391 0.193 2.631
H 5.575 -1.525 2.227
H 3.193 0.097 2.237
H 3.585 -0.266 0.551
H 2.995 -2.480 0.699
H 3.746 -2.640 2.264
H 1.659 -1.284 3.156
H 1.670 -2.999 2.928
H 1.011 -1.941 0.377
H 0.038 -2.985 1.438
H -0.217 0.835 2.734
H 1.225 0.254 1.987
H 2.138 1.162 0.399
H 1.658 2.584 1.383
H 2.363 3.330 -0.765
H 1.390 2.093 -1.557
H 0.615 4.819 -0.720
H -0.524 3.640 -0.117
H -0.138 3.753 -1.838
H -2.397 -1.955 1.900
H -0.390 -1.252 4.678
H -0.316 -3.134 3.509
H -4.811 1.672 4.397
H -5.361 -0.372 4.134
H -5.275 1.435 2.014
H -1.090 3.025 2.557
H -4.503 3.510 2.222
H -4.442 -0.249 -1.575
H -3.230 1.569 -1.297
H -1.488 1.802 -0.948
H -1.028 1.007 -2.934
H -1.616 -0.576 -2.513
H -3.105 -0.297 -4.202
H -3.921 0.952 -3.296
H -0.473 -0.406 -0.549
H -0.561 -2.400 -1.103
H -1.597 -2.861 0.145
C -5.222 -5.293 5.786
C -5.991 -5.843 4.611
O -6.846 -6.791 5.219
C -7.073 -6.365 6.496
O -7.932 -6.773 7.199
O -6.184 -5.404 6.842
F -5.176 -6.475 3.724
H -4.348 -5.901 6.023
H -4.912 -4.262 5.640
H -6.590 -5.105 4.075
C 10.490 0.886 -1.502
C 11.461 1.703 -2.322
O 12.616 0.886 -2.330
C 12.199 -0.411 -2.209
O 12.867 -1.357 -2.432
O 10.904 -0.452 -1.802
F 11.755 2.887 -1.731
H 10.605 1.074 -0.435
H 9.452 1.044 -1.779
H 11.144 1.888 -3.350
C -7.144 -5.311 10.696
C -7.136 -6.733 10.191
O -7.559 -7.462 11.331
C -8.352 -6.633 12.070
O -9.072 -6.981 12.937
O -8.200 -5.345 11.659
F -5.884 -7.137 9.842
H -6.206 -5.053 11.191
H -7.350 -4.584 9.915
H -7.816 -6.919 9.363
C -4.618 6.049 -1.635
C -5.165 5.801 -3.022
O -3.985 5.770 -3.809
C -2.974 5.347 -3.007
O -1.921 4.965 -3.392
O -3.337 5.409 -1.703
F -5.959 6.809 -3.443
H -4.484 7.114 -1.441
H -5.226 5.613 -0.848
H -5.698 4.855 -3.137
C -5.481 -8.860 1.681
C -6.133 -8.923 0.321
O -5.018 -8.864 -0.550
C -3.953 -9.406 0.115
O -2.941 -9.737 -0.396
O -4.224 -9.503 1.439
F -6.933 -7.850 0.092
H -5.305 -7.835 2.000
H -6.044 -9.381 2.450
H -6.698 -9.836 0.127
C -0.369 4.126 -6.609
C 1.036 4.074 -6.057
O 1.726 3.340 -7.053
C 1.084 3.571 -8.235
O 1.540 3.340 -9.303
O -0.133 4.120 -8.020
F 1.097 3.390 -4.879
H -0.937 3.240 -6.325
H -0.914 5.016 -6.307
H 1.510 5.049 -5.932
C 4.132 7.449 -10.066
C 4.130 5.976 -9.727
O 3.513 5.967 -8.450
C 2.677 7.038 -8.399
O 1.822 7.173 -7.588
O 2.950 7.907 -9.393
F 5.385 5.477 -9.619
H 5.006 7.956 -9.657
H 4.069 7.645 -11.133
H 3.553 5.350 -10.410
C 5.450 1.001 -4.136
C 5.543 -0.416 -4.655
O 5.260 -1.180 -3.488
C 4.468 -0.421 -2.694
O 3.847 -0.834 -1.768
O 4.475 0.866 -3.091
F 6.783 -0.716 -5.095
H 6.396 1.336 -3.708
H 5.121 1.714 -4.886
H 4.817 -0.664 -5.431
```

Computed properties:
LUMO energy ... -2.79 eV
E_HOMO ... -11.306 eV
Net charge ... +1
Gap between HOMO and LUMO ... 8.51 eV

Atomic partial charges in e from the Mulliken method, atoms 1 to 8:
1. C -0.776
2. C -0.195
3. C 0.443
4. O -0.473
5. O -0.103
6. C -0.663
7. C -1.231
8. C 1.330

Entry 4:
Here is a structure of composition C39H86MnN7O9 from the OMol25 dataset. Energies are from ωB97M-V with the def2-TZVPD basis set.

```
142
C39H86MnN7O9 (ωB97M-V with the def2-TZVPD basis set)
Mn -2.831 1.263 -1.068
C 1.116 -0.982 -1.058
C 0.015 -0.516 0.009
C 0.644 0.454 1.011
O -1.160 0.137 -0.540
H 1.110 -2.043 -1.307
H 2.135 -0.734 -0.760
H 0.876 -0.482 -1.996
H -0.310 -1.404 0.551
H 1.035 1.385 0.601
H 1.534 0.113 1.540
H -0.148 0.828 1.659
C 3.809 -1.019 4.072
C 2.851 -0.303 5.011
C 3.585 0.711 5.912
C 4.806 0.136 6.628
N 5.721 -0.419 7.158
H 4.452 -1.588 4.744
H 4.376 -0.297 3.485
H 3.323 -1.673 3.348
H 2.513 -1.015 5.763
H 2.065 0.213 4.459
H 2.873 0.997 6.686
H 3.845 1.549 5.265
C 3.095 3.041 -7.797
C 2.876 3.051 -6.251
C 2.245 1.765 -5.755
C 1.796 1.928 -4.370
N 1.354 2.156 -3.300
H 2.181 2.676 -8.264
H 3.899 2.413 -8.181
H 3.208 4.103 -8.012
H 2.186 3.859 -6.010
H 3.771 3.225 -5.653
H 2.953 0.942 -5.850
H 1.529 1.427 -6.504
C -0.622 -0.794 -5.065
O -0.655 0.588 -4.902
C -1.976 1.202 -4.950
C -1.986 2.493 -4.179
N -1.791 2.337 -2.730
C -1.512 3.667 -2.159
C -0.983 3.594 -0.682
O -2.174 3.041 -0.044
C -2.218 3.454 1.301
H -1.168 -1.386 -4.331
H 0.417 -1.018 -4.824
H -0.905 -1.197 -6.038
H -2.833 0.624 -4.604
H -2.264 1.441 -5.974
H -2.861 3.121 -4.349
H -1.254 3.060 -4.754
H -0.869 1.938 -2.833
H -2.415 4.277 -2.209
H -0.716 4.154 -2.723
H -0.791 4.630 -0.404
H -0.183 2.853 -0.654
H -2.343 4.536 1.356
H -1.297 3.238 1.843
H -3.110 3.005 1.737
C 7.375 3.189 7.069
O 6.605 3.207 5.873
C 7.331 2.942 4.645
C 6.483 2.803 3.277
N 7.412 2.356 2.214
C 6.881 2.710 0.925
C 5.501 1.954 0.731
O 5.133 2.013 -0.739
C 4.416 0.907 -1.168
H 7.728 2.185 7.307
H 6.580 3.536 7.729
H 8.234 3.859 7.045
H 7.906 2.023 4.763
H 8.036 3.773 4.649
H 6.123 3.815 3.092
H 5.655 2.133 3.507
H 8.268 2.887 2.284
H 7.573 2.406 0.140
H 6.911 3.798 0.858
H 4.776 2.363 1.435
H 5.515 0.950 1.156
H 3.511 0.786 -0.574
H 4.901 -0.066 -1.097
H 4.011 1.099 -2.162
C -0.691 -7.361 -2.027
O -0.004 -6.263 -1.322
C -0.670 -5.188 -0.751
C -1.358 -5.596 0.534
N -2.648 -4.928 0.808
C -3.743 -5.321 -0.151
C -5.199 -4.904 0.241
O -5.238 -3.512 0.197
C -6.436 -2.844 0.140
H -0.957 -7.021 -3.027
H -1.596 -7.617 -1.476
H 0.051 -8.151 -1.906
H -1.279 -4.841 -1.586
H 0.080 -4.409 -0.615
H -0.751 -5.327 1.399
H -1.496 -6.677 0.522
H -2.512 -3.947 1.004
H -3.784 -6.399 0.008
H -3.566 -4.925 -1.151
H -5.609 -5.151 1.221
H -5.919 -5.188 -0.526
H -7.126 -3.195 0.908
H -6.866 -2.920 -0.858
H -6.270 -1.783 0.326
C -3.408 0.159 1.941
O -3.756 0.766 0.757
C -5.107 0.803 0.479
C -5.527 2.136 -0.177
N -4.691 2.432 -1.304
C -5.348 1.982 -2.500
C -4.969 0.505 -2.826
O -3.876 -0.022 -2.180
C -3.443 -1.365 -2.499
H -3.994 0.506 2.791
H -2.362 0.152 2.247
H -3.523 -0.919 1.829
H -5.784 0.627 1.315
H -5.352 -0.039 -0.168
H -5.467 2.904 0.594
H -6.578 2.032 -0.449
H -4.801 3.430 -1.197
H -5.037 2.626 -3.323
H -6.422 2.170 -2.508
H -4.709 0.421 -3.881
H -5.840 -0.126 -2.650
H -3.531 -1.749 -3.515
H -4.106 -2.045 -1.965
H -2.398 -1.593 -2.284
N -0.926 -3.849 3.796
C -1.759 -3.692 4.885
C -1.852 -2.406 5.285
C -1.061 -1.681 4.291
C -0.452 -2.640 3.516
H -0.746 -4.745 3.368
H -2.199 -4.590 5.293
H -2.422 -1.922 6.065
H -0.847 -0.627 4.388
H 0.201 -2.555 2.660
```

Computed properties:
2S+1 ... 6
LUMO energy (alpha / beta) ... -2.18 / -2.20 eV
E_HOMO (alpha / beta) ... -9.963 / -9.968 eV
Net charge ... +1
Gap between HOMO and LUMO (alpha / beta) ... 7.78 / 7.77 eV

Atomic partial charges in e from the Mulliken method, atoms 1 to 8:
1. Mn 0.639
2. C -0.836
3. C 1.033
4. C -1.260
5. O -0.338
6. H 0.166
7. H 0.164
8. H -0.055

Short version: molar mass = 100.1; 68.2; 1525.6; 852.1 g mol⁻¹, in the order given.